The following is a quantum chemistry calculation of a cluster of 5 separate species, C34H79BO4 in total, from the Open Molecules 2025 dataset.

Cartesian coordinates (Å):
1 H -6.7485 4.8708 -1.9621
2 H 7.0218 0.1016 0.7748
3 H -9.2432 3.8041 -3.2975
4 C -8.1542 3.8277 -3.2425
5 H -4.1580 0.1743 -1.0508
6 C -3.9324 -1.5267 -2.3088
7 H 12.5255 -0.1459 5.7107
8 H 13.3373 1.1803 3.7777
9 H -1.6725 -6.3619 -1.8710
10 O 12.8335 -1.9978 4.8298
11 H -6.2194 5.9663 3.5912
12 H 14.9045 -2.0650 4.7797
13 H -4.1696 -5.0783 0.4976
14 C -7.8199 4.9080 2.6034
15 H -8.3452 5.8146 2.3029
16 H -8.4367 5.1726 -1.5291
17 H -6.1948 0.6222 -1.7639
18 H -1.1756 -5.9185 -0.2471
19 C -7.4780 -0.9706 -2.4973
20 H -2.3446 -1.6851 -4.7075
21 H 9.5404 0.2051 1.0751
22 H 0.0178 -1.4050 -3.5664
23 C -7.7369 4.4216 -1.8879
24 H -6.7363 -1.5968 -2.9963
25 H -2.0287 -2.5125 -2.4697
26 C 8.8979 1.0499 1.3495
27 H 14.0543 -3.4679 5.4036
28 H -1.9426 -0.8854 -1.7994
29 H 13.4461 -2.2252 7.4742
30 C 12.5999 -0.6056 4.7185
31 C -0.1891 0.7468 -3.5694
32 O 8.7231 1.1083 2.7526
33 H 8.7065 -1.6052 2.0683
34 C 8.0177 0.0276 3.3372
35 H -6.4270 4.3114 4.1692
36 C -6.3165 3.3371 1.5735
37 C 8.6715 -1.3258 3.1222
38 B 4.1174 0.9881 -0.3856
39 H -2.6244 -0.0505 -4.1346
40 H -7.4952 0.1811 -0.6774
41 H 9.6935 -1.3250 3.5003
42 H 4.4511 1.2829 0.7234
43 H 13.6614 -0.3026 2.8648
44 C -2.4147 -1.4972 -2.5712
45 H 14.2988 -0.7942 6.8908
46 C -2.0498 -6.1158 -0.8784
47 H 5.0233 2.5155 -1.5341
48 H -7.6180 2.1472 2.8546
49 H -7.8264 4.4899 -4.0441
50 C 14.0660 -2.3780 5.4125
51 H -7.4855 0.0195 -4.4178
52 H -0.2797 -0.7009 -5.1531
53 C 14.2612 -1.8827 6.8354
54 H -7.7053 3.6272 -1.1424
55 H 1.8118 0.7894 -1.8936
56 C -6.7568 -0.2247 -1.3695
57 H 7.9914 0.2563 4.4027
58 H -7.5836 5.5519 4.6412
59 C 13.6181 0.1304 3.8649
60 C -2.0448 -0.9589 -3.9506
61 C -2.4249 -3.9973 1.1851
62 H 8.1134 -2.0999 3.6494
63 C -5.7850 -1.1267 -0.5879
64 H -0.3304 0.7530 -2.4861
65 H -3.6950 -7.5087 -0.9798
66 C 2.2891 0.7921 -2.8734
67 C -8.1558 -0.0927 -3.5635
68 H -1.6958 -3.2853 0.7946
69 H 9.4463 1.9576 1.0973
70 O -2.8088 -4.9351 -1.0615
71 H -3.6574 -1.2839 -0.1824
72 H -2.9560 -3.5302 2.0155
73 H -6.0456 -2.1728 -0.7732
74 C 7.5978 1.0042 0.5651
75 C -0.5523 -0.6396 -4.0978
76 H -7.2584 2.2805 -4.4705
77 H 15.2002 -2.2665 7.2355
78 H -5.5164 3.4690 2.3112
79 H -0.9093 1.4617 -3.9737
80 C -8.5924 1.3164 -3.1215
81 H -7.8973 1.9382 1.1236
82 H 3.9094 -0.1679 -0.5958
83 C -7.1273 2.0896 1.8820
84 H 6.9777 0.0121 2.9911
85 H -4.4461 -0.9832 -3.1071
86 H 4.3667 1.2164 -3.3922
87 H -2.2119 -8.1730 -0.2754
88 C -3.4110 -4.3941 0.1002
89 H -8.2003 -1.6464 -2.0384
90 H -8.5868 4.1627 2.8454
91 H -3.9411 -3.5071 -0.2465
92 C -6.9586 5.1978 3.8208
93 C -4.3159 -0.9049 -0.9658
94 C -2.8463 -7.2879 -0.3314
95 H 1.2351 2.2899 -4.0118
96 H 1.5088 0.7861 -4.8847
97 H -5.8340 3.2242 0.6018
98 H 3.4108 2.9368 -1.0889
99 C 4.0074 2.0990 -1.4610
100 H -6.4740 1.2160 1.8924
101 H -6.6948 2.3287 -2.8055
102 C 1.2303 1.2034 -3.9163
103 H -4.3087 -2.5511 -2.3566
104 H -5.8941 -0.9736 0.4869
105 H -9.0357 -0.6137 -3.9403
106 H -9.5074 1.5760 -3.6569
107 H -8.8407 1.3110 -2.0591
108 H 6.9736 1.8638 0.8118
109 H 2.5972 -0.2273 -3.1070
110 O -7.0893 4.5164 1.4567
111 H 14.6205 0.0903 4.2934
112 H -1.8796 -4.8546 1.5816
113 C 3.5363 1.6879 -2.8682
114 H 3.3092 2.5947 -3.4341
115 H -3.2292 -7.0927 0.6712
116 C -7.5793 2.4181 -3.4362
117 H 11.6157 -0.5194 4.2602
118 H 7.8097 1.0222 -0.5053

Forces on the atoms, in the same order (eV/Å):
H 0.092 -0.007 0.152
H 0.025 -0.024 -0.032
H -0.082 -0.122 -0.081
C 0.129 0.176 0.348
H 0.225 0.050 0.236
C 0.089 0.058 -0.018
H 0.050 -0.001 0.004
H -0.028 0.003 -0.011
H 0.002 0.021 -0.012
O -0.086 -0.059 -0.035
H -0.003 0.006 0.001
H -0.003 0.039 0.016
H 0.046 -0.038 0.024
C -0.049 -0.012 0.071
H -0.005 0.000 -0.026
H 0.028 0.136 0.001
H -0.005 0.056 -0.055
H -0.026 0.003 0.034
C 0.306 0.209 -0.034
H -0.070 -0.037 -0.048
H -0.032 -0.026 0.008
H 0.156 -0.068 -0.066
C -0.208 -0.236 -0.302
H -0.076 -0.166 -0.023
H 0.172 0.007 0.125
C 0.035 -0.027 -0.082
H -0.013 -0.009 -0.018
H 0.113 0.046 0.028
H 0.002 -0.006 0.003
C -0.011 0.101 0.006
C -0.062 -0.186 -0.123
O 0.041 0.077 0.057
H -0.057 -0.010 0.002
C -0.041 -0.061 0.053
H -0.038 -0.015 0.022
C 0.049 -0.070 -0.019
C 0.047 -0.011 -0.076
B 0.034 0.054 0.290
H -0.028 0.063 -0.108
H -0.033 0.115 -0.022
H 0.009 -0.016 0.019
H -0.046 0.021 -0.004
H -0.008 0.006 -0.009
C -0.342 -0.048 -0.060
H 0.045 0.000 -0.012
C 0.063 -0.072 0.001
H 0.034 0.123 0.111
H 0.035 -0.013 0.018
H 0.023 0.022 -0.054
C 0.074 -0.028 0.015
H 0.054 -0.006 -0.051
H 0.095 0.018 -0.044
C -0.065 0.046 0.003
H 0.030 0.056 0.155
H 0.059 -0.009 0.171
C 0.025 -0.248 0.128
H 0.003 0.025 0.001
H -0.012 0.016 -0.003
C 0.066 -0.065 0.006
C 0.160 -0.016 0.181
C 0.069 -0.034 -0.045
H -0.018 0.012 0.024
C 0.125 0.012 -0.012
H 0.015 0.141 0.080
H 0.001 -0.007 -0.007
C -0.055 -0.003 -0.653
C -0.070 0.204 0.163
H -0.005 0.011 -0.001
H 0.008 0.011 0.019
O -0.022 0.068 -0.098
H 0.055 -0.014 0.047
H -0.015 0.018 -0.006
H -0.014 -0.086 0.075
C -0.044 0.011 0.036
C -0.267 -0.010 -0.007
H 0.068 -0.006 -0.050
H 0.003 -0.021 -0.001
H -0.032 -0.010 0.032
H -0.018 0.026 -0.075
C 0.072 -0.135 -0.125
H 0.002 0.000 -0.005
H 0.023 -0.002 -0.116
C -0.070 0.048 0.028
H 0.017 -0.008 -0.041
H -0.052 0.023 -0.025
H -0.009 -0.155 -0.058
H 0.010 -0.008 -0.022
C -0.070 0.057 0.061
H -0.079 -0.063 0.001
H 0.029 -0.023 0.019
H -0.009 -0.046 -0.025
C 0.069 -0.026 -0.032
C -0.341 -0.031 -0.325
C -0.065 0.048 0.023
H 0.033 0.077 -0.016
H 0.020 0.152 -0.173
H 0.011 0.023 -0.011
H -0.051 0.015 0.156
C 0.064 -0.353 -0.454
H 0.014 -0.007 -0.028
H 0.148 -0.097 -0.082
C 0.066 -0.070 0.448
H 0.033 -0.077 0.004
H -0.066 0.094 0.040
H 0.008 -0.127 -0.045
H -0.090 -0.011 0.027
H -0.097 0.108 0.075
H 0.000 0.008 -0.001
H -0.095 -0.174 0.340
O 0.006 0.071 -0.091
H -0.011 0.038 0.026
H -0.034 -0.009 0.032
C -0.105 0.343 0.184
H 0.062 0.037 -0.052
H 0.040 -0.012 0.016
C -0.253 0.127 -0.138
H -0.019 -0.010 0.005
H 0.019 0.014 -0.003

Results
ΔE to the lowest compared entry with this formula, charge and spin: 4.9 kcal per mole
HOMO level: -9.663 eV
Orbital gap: 10.2 eV
Structure (SMILES): BCCCCCCCCCCCCCCCCCC.CCOCC.CCOCC.CCOCC.CCOCC
Charge: 0
LUMO energy: 0.52 eV

Atomic partial charges in e from the Löwdin method, atoms 1 to 8: 0.0756, 0.0657, 0.0972, -0.2540, 0.1129, -0.2078, 0.1097, 0.0774


The following is a quantum chemistry calculation of a structure of composition CH5O3Yb at a distorted geometry, from the Open Molecules 2025 dataset.

Cartesian coordinates (Å):
1 H 4.1458 -0.5945 -0.5758
2 O -1.6950 0.4010 0.0991
3 O 2.8008 0.6205 -0.1026
4 C -2.8590 -0.2645 0.0638
5 H 3.1849 1.3475 0.4189
6 Yb 0.5756 0.1464 -0.4026
7 H -2.8110 -1.2790 -0.3473
8 H -3.2898 -0.2359 1.0975
9 O 3.5593 -0.5276 0.1961
10 H -3.6115 0.3861 -0.4470

Forces on the atoms, in the same order (eV/Å):
H 0.306 -0.039 -0.046
O 0.726 -0.074 -0.112
O -0.332 1.132 0.013
C -0.383 -0.171 -0.039
H 0.427 -0.072 -0.020
Yb -0.508 -0.232 -0.077
H -0.114 0.214 0.118
H -0.083 0.004 -0.114
O -0.016 -0.659 0.161
H -0.022 -0.102 0.116

Results
<S²>: 0.755
HOMO level (alpha / beta): -18.973 / -18.931 eV
Orbital gap (alpha / beta): 9.3 / 7.6 eV
Charge: +2
LUMO energy (alpha / beta): -9.66 / -11.32 eV
Spin multiplicity: 2

Atomic partial charges in e from the natural (NBO) method, atoms 1 to 8: 0.5024, -0.5043, -0.6157, -0.3074, 0.5350, 1.9260, 0.2070, 0.3205